No. 1
This record from OMol25 describes a molecular structure, C19H53Br6O16P3S4 in a non-equilibrium geometry. The level of theory is wB97M-V/def2-TZVPD.

Its total energy is -544786.779 eV. The charge is 0.

Last column: Mulliken charge in e.
Geometry (Å):
C -5.397 2.428 1.618  -0.51
O -4.225 2.649 2.483  -0.27
P -3.879 1.557 3.621  0.54
O -4.857 1.447 4.700  -0.77
O -3.566 0.188 2.909  0.45
C -4.508 -0.879 3.124  -0.89
O -2.408 2.050 3.975  -0.23
C -1.760 1.749 5.223  -0.66
H -5.369 3.214 0.889  0.27
H -6.361 2.406 2.162  0.33
H -5.255 1.487 0.995  0.06
H -4.131 -1.644 2.522  0.21
H -5.492 -0.586 2.817  0.37
H -4.495 -1.150 4.148  0.26
H -2.517 1.830 6.009  0.40
H -1.002 2.518 5.382  0.21
H -1.452 0.672 5.227  0.23
C 0.353 4.336 -1.294  -0.56
O 0.414 3.602 -2.510  0.01
P 1.513 3.743 -3.632  0.74
O 2.666 4.620 -3.426  -0.79
O 1.845 2.242 -4.090  -0.09
C 0.729 1.327 -4.327  -0.72
O 0.581 4.064 -4.905  -0.38
C 0.283 5.432 -5.166  -0.78
H 0.722 5.375 -1.412  0.37
H 0.972 3.801 -0.485  0.05
H -0.692 4.346 -0.946  0.22
H 1.085 0.492 -4.951  0.31
H 0.009 1.857 -4.884  0.55
H 0.433 1.017 -3.341  0.16
H -0.407 5.825 -4.442  0.28
H -0.157 5.441 -6.132  0.28
H 1.197 6.006 -5.291  0.32
C 0.610 -1.827 -0.821  -1.11
O -0.167 -0.679 -0.717  0.45
P -1.178 -0.622 0.502  -0.15
O -2.111 -1.751 0.473  -0.76
O -0.099 -0.491 1.700  0.42
C -0.252 -1.163 3.019  -0.46
O -1.846 0.815 0.513  0.04
C -1.311 1.981 0.955  0.49
H 0.846 -2.048 -1.847  0.40
H 0.166 -2.717 -0.371  0.46
H 1.566 -1.637 -0.249  0.25
H -1.293 -0.932 3.466  -0.13
H 0.609 -0.935 3.620  0.26
H -0.191 -2.247 2.926  0.34
H -1.257 2.022 2.017  -0.14
H -2.124 2.682 0.641  0.12
H -0.383 2.216 0.505  -0.30
C -1.961 -2.766 -4.206  -0.45
Br -0.506 -3.234 -5.463  -0.08
Br -1.944 -0.863 -3.864  -0.01
Br -2.005 -3.968 -2.717  -0.01
H -2.795 -2.913 -4.836  0.51
C 2.937 2.101 1.850  -0.51
Br 1.534 2.856 2.886  -0.02
Br 2.400 1.600 0.087  0.05
Br 3.903 0.630 2.774  -0.10
H 3.743 2.842 1.769  0.53
C -4.621 -0.710 -1.478  -0.18
S -6.020 -1.731 -1.039  0.49
O -6.705 -1.951 -2.369  -0.69
C -5.094 -3.312 -0.728  -0.53
H -4.198 -1.247 -2.333  -0.03
H -3.931 -0.635 -0.664  -0.21
H -4.985 0.259 -1.772  0.45
H -5.019 -3.655 -1.781  0.29
H -5.681 -3.946 -0.080  0.36
H -4.088 -3.120 -0.369  -0.01
C 4.070 0.029 -3.285  -0.47
S 5.476 -1.022 -3.477  0.30
O 5.215 -2.162 -2.529  -0.57
C 5.061 -1.649 -5.136  -0.89
H 3.761 0.591 -4.134  0.34
H 4.322 0.844 -2.533  0.25
H 3.273 -0.658 -2.870  0.06
H 5.052 -0.760 -5.815  0.36
H 4.039 -2.064 -5.109  0.21
H 5.762 -2.389 -5.472  0.37
C 5.075 -5.409 -2.778  -1.04
S 3.497 -4.552 -3.099  0.64
O 2.465 -5.624 -3.465  -0.73
C 3.211 -4.147 -1.404  -0.77
H 4.852 -6.160 -2.080  0.43
H 5.750 -4.626 -2.529  0.31
H 5.297 -5.852 -3.757  0.32
H 3.508 -4.962 -0.730  0.47
H 2.108 -4.080 -1.285  0.07
H 3.800 -3.253 -1.223  0.33
C 2.890 1.563 6.724  -0.84
S 1.316 0.881 7.256  0.50
O 0.772 0.045 6.120  -0.49
C 2.013 -0.298 8.341  -1.02
H 3.288 2.020 7.668  0.40
H 2.698 2.253 5.910  0.20
H 3.631 0.825 6.408  0.27
H 1.215 -0.748 8.982  0.32
H 2.756 0.110 9.012  0.40
H 2.408 -1.107 7.718  0.28


No. 2
This record from OMol25 describes a molecular structure, C19H55F3HfN3O22S3 in a non-equilibrium geometry. The level of theory is wB97M-V/def2-TZVPD.

Its total energy is -112070.165 eV. The charge is -1.

Last column: Mulliken charge in e.
Geometry (Å):
Hf -4.048 -1.269 0.003  1.24
S -3.115 -3.606 -1.761  1.12
O -4.461 -3.046 -1.417  -0.71
O -2.880 -3.705 -3.193  -0.60
O -2.402 -2.465 -1.073  -0.48
O -2.920 -4.821 -1.003  -0.50
S -3.651 -4.397 2.015  1.47
O -2.336 -5.033 1.944  -0.69
O -4.135 -4.217 3.355  -0.91
O -3.753 -3.135 1.266  -0.38
O -4.436 -5.425 1.287  -0.68
C 0.329 0.314 1.785  -0.02
F 0.369 0.546 0.454  -0.05
F 1.543 -0.126 2.058  -0.10
F 0.079 1.410 2.483  -0.21
S -1.009 -0.952 2.138  1.51
O -1.499 -0.674 3.472  -0.97
O -2.051 -0.808 1.111  0.40
O -0.383 -2.250 2.100  -0.86
C 4.800 0.182 -7.314  -0.73
O 4.986 -0.296 -5.980  -0.29
C 4.852 0.639 -4.929  -0.38
C 4.548 -0.224 -3.681  -0.66
N 4.106 0.597 -2.593  -0.08
C 3.787 0.021 -1.303  -0.91
C 3.699 1.245 -0.331  0.24
O 2.707 2.090 -0.854  -0.25
C 2.199 3.014 0.078  -0.40
H 4.824 -0.763 -7.856  0.24
H 5.613 0.854 -7.588  0.27
H 3.790 0.576 -7.443  0.32
H 4.000 1.288 -5.162  0.30
H 5.746 1.248 -4.764  0.28
H 5.419 -0.829 -3.429  0.28
H 3.765 -0.903 -4.045  0.31
H 3.392 1.283 -2.779  0.16
H 4.437 -0.749 -0.881  0.49
H 2.828 -0.517 -1.320  0.30
H 4.722 1.627 -0.286  0.31
H 3.418 0.873 0.658  -0.16
H 1.163 3.237 -0.168  -0.02
H 2.716 3.970 0.213  0.33
H 2.240 2.588 1.086  0.11
C -7.641 3.206 -6.508  -0.70
O -6.711 3.536 -7.548  -0.35
C -5.451 4.012 -7.111  -0.63
C -4.499 2.989 -6.465  -0.37
N -3.646 3.607 -5.455  -0.24
C -3.009 2.541 -4.706  -0.54
C -2.040 3.110 -3.636  -0.50
O -1.438 2.051 -2.907  -0.35
C -0.375 2.484 -2.097  -1.12
H -7.800 4.142 -5.945  0.30
H -7.195 2.695 -5.650  0.27
H -8.585 2.892 -6.932  0.27
H -5.664 4.866 -6.459  0.36
H -5.004 4.271 -8.073  0.31
H -3.957 2.520 -7.291  0.25
H -5.181 2.291 -5.977  0.30
H -3.088 4.358 -5.829  0.24
H -2.418 1.905 -5.378  0.30
H -3.705 1.874 -4.197  0.24
H -2.642 3.708 -2.945  0.28
H -1.244 3.710 -4.083  0.36
H 0.499 2.753 -2.699  0.46
H 0.079 1.657 -1.546  0.41
H -0.685 3.218 -1.349  0.41
C 3.809 2.488 7.591  -0.79
O 3.559 1.536 6.591  -0.28
C 2.314 1.475 5.998  -0.83
C 2.227 0.364 4.970  0.32
N 2.644 -0.926 5.456  -0.34
C 2.682 -1.964 4.450  0.30
C 2.665 -3.350 5.021  -0.89
O 3.892 -3.743 5.635  -0.37
C 3.971 -5.149 5.783  -0.75
H 4.605 2.358 8.319  0.28
H 2.907 2.482 8.224  0.31
H 3.813 3.506 7.189  0.29
H 1.963 2.437 5.597  0.37
H 1.547 1.299 6.775  0.36
H 3.038 0.526 4.245  0.14
H 1.297 0.465 4.400  -0.18
H 1.996 -1.276 6.158  0.27
H 3.536 -1.889 3.770  0.24
H 1.740 -1.832 3.896  -0.13
H 2.315 -4.086 4.290  0.51
H 1.862 -3.473 5.763  0.28
H 4.016 -5.657 4.812  0.29
H 3.040 -5.448 6.274  0.31
H 4.849 -5.554 6.284  0.27
O -4.499 -0.980 2.379  -0.64
H -5.249 -0.485 2.731  0.21
H -4.066 -1.399 3.182  0.38
O -0.820 -2.304 5.603  -0.70
H -0.149 -1.839 6.111  0.24
H -0.903 -1.795 4.774  0.47
O -4.195 -1.854 4.541  -0.78
H -3.407 -1.716 5.083  0.33
H -4.063 -2.740 4.123  0.51
O 0.862 -4.460 1.026  -0.63
H 0.452 -3.712 1.500  0.62
H 1.733 -4.138 0.774  0.27
O -2.777 0.191 -1.367  -0.44
H -2.347 1.057 -1.322  0.26
H -2.456 -0.202 -2.194  0.28


No. 3
This record from OMol25 describes 8 unconnected molecules or ions with the total composition C19H55NO8S7 in a non-equilibrium geometry. The level of theory is wB97M-V/def2-TZVPD.

Its total energy is -114305.435 eV. The charge is 0.

Last column: Mulliken charge in e.
Geometry (Å):
C -0.527 -0.968 2.448  -0.39
C -1.401 0.013 1.580  0.52
C -2.549 -0.790 0.867  -1.04
O -2.130 -1.300 -0.402  -0.11
C -2.180 -2.718 -0.474  -0.64
C -1.204 -3.150 -1.625  -0.26
N -0.144 -4.077 -1.169  -0.70
H -0.654 -1.991 2.032  0.15
H 0.542 -0.677 2.507  0.11
H -0.912 -0.907 3.492  -0.05
H -1.910 0.717 2.274  -0.18
H -0.822 0.613 0.850  0.21
H -3.342 -0.018 0.651  0.22
H -2.971 -1.546 1.558  0.48
H -3.200 -3.061 -0.788  0.23
H -1.969 -3.235 0.486  0.49
H -1.773 -3.661 -2.428  0.34
H -0.710 -2.247 -2.065  0.16
H 0.444 -3.638 -0.463  0.19
H 0.467 -4.206 -1.975  0.26
C -4.475 4.844 0.030  -0.97
S -4.451 3.042 -0.042  0.48
O -4.355 2.542 1.363  -0.59
C -2.813 2.898 -0.775  -0.48
H -5.408 5.156 0.498  0.34
H -3.633 5.203 0.622  0.29
H -4.424 5.248 -0.982  0.36
H -2.076 3.378 -0.129  0.33
H -2.808 3.362 -1.761  0.43
H -2.573 1.840 -0.875  -0.21
C -1.891 0.028 -4.029  -0.73
S -0.631 1.318 -4.019  0.60
O -1.267 2.555 -3.473  -0.63
C -0.533 1.504 -5.806  -0.78
H -2.136 -0.220 -2.996  -0.05
H -2.785 0.388 -4.540  0.45
H -1.498 -0.857 -4.532  0.35
H -1.512 1.771 -6.206  0.33
H -0.184 0.571 -6.251  0.21
H 0.178 2.298 -6.030  0.31
C -0.106 -1.306 6.584  -0.74
S 1.346 -2.182 5.979  0.56
O 0.929 -2.952 4.769  -0.60
C 1.454 -3.348 7.350  -1.04
H -0.374 -0.545 5.855  -0.06
H -0.935 -2.005 6.707  0.43
H 0.127 -0.826 7.535  0.44
H 0.527 -3.918 7.427  0.31
H 1.640 -2.804 8.276  0.37
H 2.282 -4.028 7.157  0.34
C -2.049 2.482 4.685  -0.89
S -1.084 2.979 6.124  0.41
O -0.123 1.874 6.417  -0.55
C -2.434 2.846 7.312  -0.96
H -1.386 2.458 3.821  0.24
H -2.473 1.490 4.846  0.30
H -2.844 3.207 4.510  0.47
H -2.833 1.831 7.308  0.28
H -3.216 3.560 7.056  0.36
H -2.041 3.078 8.302  0.35
C 0.627 -3.167 -7.882  -0.92
S 1.888 -1.879 -7.869  0.44
O 1.254 -0.642 -7.324  -0.58
C 1.982 -1.688 -9.658  -0.98
H 0.382 -3.415 -6.850  0.29
H -0.267 -2.805 -8.392  0.30
H 1.016 -4.052 -8.385  0.38
H 1.002 -1.420 -10.055  0.30
H 2.329 -2.620 -10.106  0.39
H 2.693 -0.894 -9.880  0.31
C 5.140 -0.615 2.563  -1.01
S 3.833 -0.924 1.362  0.55
O 2.763 0.093 1.596  -0.62
C 3.267 -2.473 2.087  -0.36
H 5.609 0.338 2.321  0.33
H 4.717 -0.568 3.568  0.26
H 5.883 -1.410 2.503  0.40
H 2.960 -2.314 3.121  -0.01
H 4.069 -3.211 2.042  0.45
H 2.416 -2.830 1.509  -0.02
C 3.950 3.270 -3.210  -0.87
S 4.481 2.652 -1.600  0.47
O 5.488 1.578 -1.847  -0.62
C 2.925 1.845 -1.185  -0.46
H 4.791 3.783 -3.674  0.35
H 3.637 2.437 -3.841  0.23
H 3.126 3.972 -3.075  0.33
H 2.676 1.103 -1.945  0.29
H 2.134 2.593 -1.115  0.37
H 3.041 1.351 -0.219  -0.05


No. 4
This record from OMol25 describes 9 unconnected molecules or ions with the total composition C19H55NO9S8 in a non-equilibrium geometry. The level of theory is wB97M-V/def2-TZVPD.

Its total energy is -127185.277 eV. The charge is 0.

Last column: Mulliken charge in e.
Geometry (Å):
C -3.325 12.543 5.572  -1.05
C -3.089 13.872 6.225  0.61
O -3.175 14.918 5.576  -0.64
N -2.864 13.824 7.546  -0.13
C -2.455 14.947 8.325  -0.79
H -3.058 12.687 4.525  0.30
H -4.407 12.417 5.608  0.27
H -2.799 11.681 5.982  0.36
H -3.026 12.946 8.018  0.24
H -1.518 15.404 8.005  0.24
H -2.432 14.724 9.392  0.32
H -3.234 15.709 8.295  0.28
C -8.433 19.452 8.909  -0.80
S -7.521 18.991 10.463  0.46
O -6.313 18.083 10.094  -0.59
C -6.771 20.661 10.744  -0.85
H -9.077 18.645 8.560  0.33
H -7.780 19.756 8.091  0.16
H -9.132 20.282 9.022  0.37
H -7.503 21.309 11.226  0.36
H -6.464 21.151 9.821  0.24
H -5.994 20.596 11.505  0.33
C -7.833 27.119 3.875  -0.92
S -6.504 27.304 2.627  0.51
O -5.926 28.651 2.950  -0.62
C -5.382 25.968 3.208  -0.87
H -8.256 26.117 3.945  0.33
H -8.613 27.834 3.611  0.31
H -7.526 27.448 4.868  0.31
H -4.905 26.231 4.152  0.33
H -4.587 25.974 2.462  0.29
H -5.917 25.019 3.175  0.33
C 1.098 17.282 3.728  -0.99
S 2.045 18.810 3.385  0.51
O 2.052 19.636 4.702  -0.60
C 3.749 18.042 3.555  -0.86
H 1.410 16.497 3.039  0.38
H 0.017 17.339 3.594  0.36
H 1.183 17.032 4.785  0.30
H 3.746 17.022 3.171  0.32
H 4.219 18.137 4.534  0.28
H 4.364 18.646 2.888  0.30
C 2.301 22.774 8.421  -0.67
S 0.959 22.389 9.626  0.50
O 1.591 22.872 10.941  -0.64
C -0.229 23.701 9.028  -0.77
H 2.976 21.919 8.463  0.31
H 2.779 23.736 8.606  0.30
H 1.724 22.881 7.502  0.15
H 0.288 24.661 9.017  0.32
H -1.101 23.707 9.683  0.33
H -0.556 23.401 8.033  0.19
C -2.823 19.990 6.221  -0.82
S -4.478 20.725 5.700  0.53
O -4.208 21.606 4.504  -0.61
C -5.205 19.162 5.160  -1.07
H -3.090 18.955 6.436  0.21
H -2.332 20.493 7.054  0.31
H -2.011 19.975 5.494  0.34
H -6.066 19.405 4.537  0.36
H -5.481 18.501 5.982  0.38
H -4.546 18.678 4.440  0.37
C 1.448 26.163 2.883  -0.92
S 0.775 25.380 4.476  0.51
O -0.081 26.390 5.209  -0.63
C -0.246 23.939 3.945  -0.80
H 2.150 25.506 2.368  0.35
H 1.950 27.090 3.159  0.32
H 0.646 26.395 2.182  0.26
H -0.823 23.538 4.778  0.28
H 0.438 23.159 3.612  0.38
H -1.003 24.172 3.195  0.24
C -6.439 20.941 -0.665  -0.89
S -6.802 22.660 -1.234  0.49
O -5.512 23.291 -1.690  -0.58
C -7.671 22.123 -2.828  -0.92
H -5.870 20.984 0.264  0.29
H -5.762 20.449 -1.363  0.29
H -7.383 20.401 -0.584  0.36
H -8.050 23.032 -3.295  0.31
H -8.494 21.476 -2.528  0.35
H -6.979 21.657 -3.530  0.30
C -0.849 24.014 -0.881  -0.80
S 0.045 22.392 -0.842  0.47
O 1.108 22.692 0.235  -0.60
C -1.375 21.683 0.115  -0.77
H -1.005 24.413 0.122  0.16
H -1.793 23.840 -1.397  0.37
H -0.298 24.680 -1.544  0.34
H -1.368 20.597 0.205  0.36
H -2.337 21.962 -0.315  0.28
H -1.439 21.976 1.163  0.21